# C53H66BrClN7O8PS2

8 unconnected molecules or ions with the total composition C53H66BrClN7O8PS2 (ωB97M-V/def2-TZVPD, OMol25).

Last columns: bonded neighbours and bond lengths (Å).
Positions of all 139 atoms, in Å:
1 C 1.317 -3.217 4.509  C2 1.497, H32 1.191, H33 1.192
2 C 0.621 -3.680 3.267  C1 1.497, C3 1.671, H34 1.172
3 C 0.809 -2.911 1.795  C2 1.671, O4 1.469, C16 1.677, H35 1.170
4 O 0.924 -1.479 2.100  C3 1.469, C5 1.473
5 C -0.204 -0.695 1.570  O4 1.473, C6 1.651, P12 1.909, H36 1.170
6 C 0.434 0.723 1.015  C5 1.651, C7 1.638, H37 1.191, H38 1.171
7 C -0.671 1.878 0.659  C6 1.638, C8 1.672, H39 1.174, H40 1.193
8 C -0.609 2.969 1.925  C7 1.672, C9 1.672, H41 1.170, H42 1.180
9 C 0.841 3.800 1.918  C8 1.672, O10 1.360, O11 1.484
10 O 1.499 4.056 0.755  C9 1.360
11 O 1.516 4.258 3.158  C9 1.484, H43 1.002
12 P -1.468 -0.499 2.988  C5 1.909, O13 1.777, O14 1.741, S15 1.984
13 O -2.165 -2.074 3.424  P12 1.777, H44 1.013
14 O -2.825 0.533 2.637  P12 1.741, H45 1.005
15 S -0.461 0.053 4.606  P12 1.984
16 C 2.298 -3.436 1.231  C3 1.677, S17 1.866, O18 1.437, H46 1.193
17 S 3.476 -2.034 1.590  C16 1.866, H47 1.432
18 O 2.535 -4.701 1.870  C16 1.437, C19 1.449
19 C 3.729 -5.438 1.509  O18 1.449, Br20 2.044, C21 1.621, C28 1.646
20 Br 5.080 -4.968 2.969  C19 2.044
21 C 4.410 -5.173 0.062  C19 1.621, C22 1.673, H48 1.196, H49 1.167
22 C 5.897 -4.409 0.127  C21 1.673, O23 1.501, H50 1.186, H51 1.168
23 O 6.304 -4.152 -1.295  C22 1.501, C24 1.472
24 C 7.304 -3.072 -1.299  O23 1.472, O25 1.356, C26 1.640
25 O 7.218 -2.168 -2.306  C24 1.356
26 C 8.477 -2.818 -0.182  C24 1.640, C27 1.640, H52 1.190, H53 1.193
27 C 9.627 -3.985 -0.104  C26 1.640, H54 1.193, H55 1.183, H56 1.185
28 C 3.277 -7.021 1.536  C19 1.646, C29 1.616, H57 1.193, H58 1.194
29 C 4.353 -8.107 2.063  C28 1.616, C30 1.675, Cl31 1.871, H59 1.197
30 C 4.363 -8.329 3.723  C29 1.675, H60 1.170, H61 1.187, H62 1.186
31 Cl 6.075 -7.977 1.344  C29 1.871
32 H 2.105 -2.333 4.392  C1 1.191
33 H 1.039 -3.699 5.562  C1 1.192
34 H -0.125 -4.584 3.304  C2 1.172
35 H -0.073 -3.204 1.084  C3 1.170
36 H -0.768 -1.182 0.668  C5 1.170
37 H 0.981 0.455 -0.008  C6 1.191
38 H 1.276 1.048 1.761  C6 1.171
39 H -1.756 1.479 0.454  C7 1.174
40 H -0.377 2.515 -0.306  C7 1.193
41 H -1.471 3.760 1.891  C8 1.170
42 H -0.648 2.429 2.973  C8 1.180
43 H 0.846 4.462 3.874  O11 1.002
44 H -2.930 -1.938 4.075  O13 1.013
45 H -2.930 1.104 3.457  O14 1.005
46 H 2.143 -3.462 0.048  C16 1.193
47 H 3.698 -1.389 0.330  S17 1.432
48 H 4.676 -6.246 -0.395  C21 1.196
49 H 3.756 -4.665 -0.760  C21 1.167
50 H 6.746 -5.119 0.554  C22 1.186
51 H 5.853 -3.359 0.637  C22 1.168
52 H 8.000 -2.745 0.906  C26 1.190
53 H 9.058 -1.788 -0.339  C26 1.193
54 H 10.543 -3.556 0.529  C27 1.193
55 H 10.077 -4.265 -1.162  C27 1.183
56 H 9.263 -4.940 0.495  C27 1.185
57 H 2.903 -7.363 0.456  C28 1.193
58 H 2.315 -7.103 2.238  C28 1.194
59 H 3.964 -9.166 1.664  C29 1.197
60 H 3.408 -7.808 4.154  C30 1.170
61 H 4.451 -9.479 4.005  C30 1.187
62 H 5.328 -7.783 4.144  C30 1.186
63 C -0.542 3.515 -5.307  C64 1.391, C68 1.391, H69 1.086
64 C 0.705 2.935 -5.099  C63 1.391, C65 1.386, H70 1.084
65 C 0.874 2.124 -3.989  C64 1.386, N66 1.351, H71 1.086
66 N -0.102 1.865 -3.091  C65 1.351, C67 1.351
67 C -1.301 2.444 -3.318  N66 1.351, C68 1.386, H72 1.086
68 C -1.568 3.266 -4.401  C63 1.391, C67 1.386, H73 1.084
69 H -0.713 4.155 -6.167  C63 1.086
70 H 1.525 3.110 -5.786  C64 1.084
71 H 1.828 1.646 -3.785  C65 1.086
72 H -2.068 2.222 -2.581  C67 1.086
73 H -2.551 3.703 -4.535  C68 1.084
74 C -7.418 0.377 2.623  C75 1.391, C79 1.391, H80 1.086
75 C -6.171 -0.203 2.830  C74 1.391, C76 1.386, H81 1.084
76 C -6.001 -1.014 3.941  C75 1.386, N77 1.351, H82 1.086
77 N -6.978 -1.273 4.838  C76 1.351, C78 1.351
78 C -8.177 -0.694 4.611  N77 1.351, C79 1.386, H83 1.086
79 C -8.444 0.128 3.528  C74 1.391, C78 1.386, H84 1.084
80 H -7.589 1.017 1.762  C74 1.086
81 H -5.350 -0.028 2.143  C75 1.084
82 H -5.048 -1.492 4.145  C76 1.086
83 H -8.944 -0.916 5.348  C78 1.086
84 H -9.427 0.565 3.395  C79 1.084
85 C -14.207 2.234 4.366  C86 1.391, C90 1.391, H91 1.086
86 C -13.139 2.127 5.252  C85 1.391, C87 1.386, H92 1.084
87 C -11.857 2.069 4.729  C86 1.386, N88 1.351, H93 1.086
88 N -11.583 2.106 3.407  C87 1.351, C89 1.351
89 C -12.639 2.208 2.572  N88 1.351, C90 1.386, H94 1.086
90 C -13.956 2.276 2.999  C85 1.391, C89 1.386, H95 1.084
91 H -15.226 2.283 4.739  C85 1.086
92 H -13.302 2.091 6.323  C86 1.084
93 H -10.991 1.989 5.379  C87 1.086
94 H -12.392 2.234 1.514  C89 1.086
95 H -14.766 2.359 2.283  C90 1.084
96 C -3.360 -6.430 -1.027  C97 1.391, C101 1.391, H102 1.086
97 C -2.648 -7.409 -0.343  C96 1.391, C98 1.386, H103 1.084
98 C -2.002 -7.051 0.830  C97 1.386, N99 1.351, H104 1.086
99 N -2.020 -5.802 1.346  C98 1.351, C100 1.351
100 C -2.718 -4.873 0.658  N99 1.351, C101 1.386, H105 1.086
101 C -3.399 -5.136 -0.520  C96 1.391, C100 1.386, H106 1.084
102 H -3.880 -6.674 -1.949  C96 1.086
103 H -2.597 -8.427 -0.713  C97 1.084
104 H -1.435 -7.780 1.402  C98 1.086
105 H -2.716 -3.877 1.093  C100 1.086
106 H -3.946 -4.351 -1.029  C101 1.084
107 C 5.010 -0.874 8.581  C108 1.391, C112 1.391, H113 1.086
108 C 4.126 -0.399 7.618  C107 1.391, C109 1.386, H114 1.084
109 C 3.513 -1.318 6.781  C108 1.386, N110 1.351, H115 1.086
110 N 3.727 -2.651 6.843  C109 1.351, C111 1.351
111 C 4.591 -3.081 7.788  N110 1.351, C112 1.386, H116 1.086
112 C 5.249 -2.241 8.672  C107 1.391, C111 1.386, H117 1.084
113 H 5.508 -0.184 9.256  C107 1.086
114 H 3.919 0.661 7.521  C108 1.084
115 H 2.813 -0.997 6.015  C109 1.086
116 H 4.748 -4.156 7.816  C111 1.086
117 H 5.932 -2.642 9.412  C112 1.084
118 C 1.771 6.986 -8.860  C119 1.391, C123 1.391, H124 1.086
119 C 0.517 7.550 -9.069  C118 1.391, C120 1.386, H125 1.084
120 C -0.597 6.733 -8.961  C119 1.386, N121 1.351, H126 1.086
121 N -0.536 5.416 -8.666  C120 1.351, C122 1.351
122 C 0.695 4.896 -8.470  N121 1.351, C123 1.386, H127 1.086
123 C 1.865 5.632 -8.553  C118 1.391, C122 1.386, H128 1.084
124 H 2.667 7.595 -8.936  C118 1.086
125 H 0.409 8.602 -9.311  C119 1.084
126 H -1.597 7.127 -9.112  C120 1.086
127 H 0.717 3.835 -8.236  C122 1.086
128 H 2.828 5.162 -8.384  C123 1.084
129 C 2.089 12.401 -12.212  C130 1.391, C134 1.391, H135 1.086
130 C 3.336 11.821 -12.004  C129 1.391, C131 1.386, H136 1.084
131 C 3.506 11.010 -10.893  C130 1.386, N132 1.351, H137 1.086
132 N 2.529 10.751 -9.996  C131 1.351, C133 1.351
133 C 1.330 11.330 -10.223  N132 1.351, C134 1.386, H138 1.086
134 C 1.063 12.152 -11.306  C129 1.391, C133 1.386, H139 1.084
135 H 1.918 13.041 -13.072  C129 1.086
136 H 4.157 11.996 -12.691  C130 1.084
137 H 4.459 10.532 -10.690  C131 1.086
138 H 0.563 11.108 -9.486  C133 1.086
139 H 0.080 12.588 -11.440  C134 1.084

**LUMO energy**: 0.27 eV
**SMILES**: C=C[C@@H](O[C@H](CCCC(=O)O)P(O)(O)=S)[C@@H](S)O[C@](Br)(CCOC(=O)CC)C[C@H](C)Cl.c1ccncc1.c1ccncc1.c1ccncc1.c1ccncc1.c1ccncc1.c1ccncc1.c1ccncc1
**Frontier orbital gap**: 8.43 eV
**Largest force on an atom**: 9.12 eV Å⁻¹
**Net charge**: 0
**HOMO**: -8.154 eV

Löwdin population analysis, charges in e, atoms 1 to 2:
1 C -0.0099
2 C -0.0867